No. 1
The following is a DFT calculation (ωB97M-V/def2-TZVPD) of C29H43N11O4Pb as an isolated structure.

The geometry in XYZ format:
```
88
Properties=species:S:1:pos:R:3:lowdin_charge:R:1
Pb 0.305 -0.155 -1.654 1.511
N -2.267 -0.546 -3.011 0.011
N -2.321 -1.530 -3.989 -0.001
C -1.257 -2.298 -4.301 -0.377
N -1.438 -3.236 -5.219 0.221
N -0.112 -2.054 -3.645 0.044
N 1.003 -2.777 -3.910 -0.433
O 1.015 -3.724 -4.688 0.066
O 1.997 -2.387 -3.314 -0.004
H -2.853 -0.794 -2.220 0.096
H -2.565 0.345 -3.390 0.106
H -3.185 -1.679 -4.486 0.163
H -2.316 -3.359 -5.696 0.135
H -0.645 -3.807 -5.471 0.098
O -1.135 -1.610 -0.435 -0.191
C -1.008 -2.634 0.302 -0.437
C -2.188 -3.084 1.114 -0.080
C -1.942 -2.858 2.621 -0.168
C -1.117 -3.960 3.284 -0.194
C 0.312 -4.083 2.760 -0.171
C 0.374 -4.452 1.278 -0.140
N 0.119 -3.313 0.397 0.119
H -2.386 -4.143 0.930 0.134
H -3.050 -2.511 0.783 0.122
H -2.910 -2.806 3.118 0.120
H -1.453 -1.888 2.764 0.116
H -1.626 -4.918 3.143 0.123
H -1.080 -3.771 4.357 0.120
H 0.830 -4.855 3.332 0.121
H 0.852 -3.143 2.916 0.115
H -0.340 -5.249 1.062 0.131
H 1.364 -4.825 1.022 0.127
H 0.915 -2.911 -0.081 0.102
C 3.260 1.725 1.039 -0.148
C 2.705 0.874 2.195 -0.135
C 1.247 0.594 1.785 -0.190
O 1.031 1.255 0.529 -0.331
C 1.994 2.313 0.436 -0.179
H 3.758 1.096 0.301 0.090
H 3.954 2.491 1.377 0.124
H 2.730 1.432 3.129 0.117
H 3.270 -0.046 2.338 0.099
H 0.550 0.995 2.525 0.126
H 1.036 -0.467 1.640 0.089
H 1.645 3.174 1.015 0.137
H 2.088 2.600 -0.612 0.124
N 2.334 -1.184 -0.559 0.063
C 3.394 -1.670 -0.505 -0.226
N 4.573 -2.193 -0.451 -0.062
C 5.612 -1.685 0.460 -0.120
C 6.879 -1.362 -0.322 -0.168
C 7.331 -2.591 -1.111 -0.188
C 6.229 -3.038 -2.070 -0.165
C 4.938 -3.336 -1.317 -0.114
H 5.824 -2.461 1.201 0.136
H 5.229 -0.805 0.976 0.112
H 7.649 -1.046 0.383 0.123
H 6.687 -0.530 -1.006 0.122
H 7.568 -3.400 -0.414 0.121
H 8.239 -2.364 -1.668 0.120
H 6.530 -3.940 -2.604 0.123
H 6.041 -2.258 -2.812 0.123
H 5.070 -4.216 -0.680 0.134
H 4.120 -3.511 -2.010 0.115
N -4.878 4.598 1.664 0.170
C -5.518 5.808 1.748 -0.184
C -6.461 6.320 2.635 -0.016
C -6.895 7.605 2.401 -0.071
C -6.410 8.365 1.319 -0.073
C -5.478 7.862 0.442 -0.003
C -5.021 6.557 0.660 -0.218
N -4.114 5.810 -0.041 0.186
C -4.046 4.655 0.573 -0.285
C -3.188 3.580 0.117 -0.109
C -3.123 2.317 0.712 0.015
C -2.274 1.362 0.189 -0.137
N -1.493 1.574 -0.874 -0.089
C -1.551 2.786 -1.445 -0.135
C -2.367 3.797 -0.997 0.019
H -5.002 3.832 2.303 0.156
H -6.840 5.741 3.467 0.112
H -7.627 8.048 3.062 0.110
H -6.786 9.369 1.179 0.109
H -5.107 8.444 -0.390 0.117
H -3.725 2.064 1.574 0.114
H -2.209 0.374 0.631 0.099
H -0.903 2.945 -2.302 0.114
H -2.389 4.760 -1.486 0.122
```

The charge is +2. The calculation puts the energy above the lowest of the compared OMol25 structures with the same formula, charge and spin at 0.09 kcal/mol. The calculated total energy comes out at -2226.50122 Ha. As for the gap between HOMO and LUMO: 7.14 eV. Its largest force on an atom is 0.9 eV Å⁻¹. As for the spin multiplicity: 1. For the highest occupied orbital energy, the calculation gives -12.0038 eV.

=====

No. 2
The following is a DFT calculation (ωB97M-V/def2-TZVPD) of C29H44AlBrN2O8P2 as an isolated structure.

The geometry in XYZ format:
```
87
Properties=species:S:1:pos:R:3:nbo_charge:R:1
Al -0.167 0.478 -0.941 1.988
O -2.170 1.687 1.454 -0.699
C -2.096 3.057 1.534 0.381
C -2.561 3.744 2.643 -0.318
C -2.439 5.127 2.704 -0.159
C -1.851 5.823 1.661 -0.233
C -1.395 5.122 0.554 -0.154
C -1.511 3.740 0.468 -0.175
C -1.009 3.033 -0.760 0.273
O 0.018 2.140 -0.526 -0.954
N -2.131 2.269 -1.379 -0.416
N -1.778 1.101 -1.952 -0.384
C -2.519 0.521 -2.825 0.049
C -2.179 -0.760 -3.402 -0.156
Br -0.531 -1.478 -2.753 0.165
C -2.878 -1.464 -4.299 -0.104
C -4.097 -1.029 -4.987 -0.038
C -5.102 -1.972 -5.208 -0.196
C -6.274 -1.606 -5.847 -0.190
C -6.439 -0.304 -6.300 -0.170
C -5.428 0.630 -6.119 -0.187
C -4.261 0.273 -5.465 -0.233
H -2.762 1.364 2.143 0.487
H -3.027 3.200 3.457 0.216
H -2.809 5.655 3.572 0.232
H -1.753 6.898 1.706 0.234
H -0.945 5.659 -0.273 0.220
H -0.665 3.791 -1.476 0.173
H -2.867 2.788 -1.841 0.392
H -3.452 0.975 -3.142 0.235
H -2.528 -2.463 -4.537 0.238
H -4.968 -2.991 -4.869 0.222
H -7.053 -2.339 -6.004 0.235
H -7.347 -0.023 -6.815 0.235
H -5.543 1.633 -6.507 0.231
H -3.455 0.991 -5.384 0.211
C 5.450 -2.435 -0.800 -0.633
C 4.067 -2.057 -1.259 0.115
C 3.263 -3.204 -1.817 -0.628
O 3.332 -1.564 -0.052 -0.837
P 2.631 -0.188 0.003 2.520
O 1.590 0.013 -1.076 -1.190
C 1.813 -0.171 1.610 -1.274
P 0.238 -1.042 1.637 2.519
O -0.573 -0.581 0.437 -1.195
O 0.641 -2.530 1.556 -0.840
C -0.214 -3.751 1.670 0.129
C -1.556 -3.533 1.014 -0.652
C -0.295 -4.150 3.122 -0.640
O -0.581 -0.743 2.904 -0.847
C -0.291 -0.264 4.285 0.132
C 0.694 -1.178 4.969 -0.643
C 0.116 1.190 4.248 -0.648
O 3.645 0.970 -0.096 -0.826
C 4.909 1.085 0.692 0.116
C 4.667 2.079 1.802 -0.636
C 5.973 1.506 -0.288 -0.633
H 6.026 -2.788 -1.655 0.244
H 5.405 -3.236 -0.063 0.229
H 5.978 -1.585 -0.370 0.218
H 4.105 -1.226 -1.969 0.195
H 3.187 -4.006 -1.082 0.226
H 3.757 -3.598 -2.705 0.244
H 2.262 -2.884 -2.100 0.209
H 1.608 0.880 1.835 0.316
H 2.485 -0.579 2.366 0.309
H 0.372 -4.476 1.107 0.210
H -2.143 -2.782 1.546 0.219
H -2.114 -4.469 1.050 0.249
H -1.454 -3.235 -0.027 0.224
H -0.930 -3.467 3.686 0.212
H 0.695 -4.189 3.573 0.230
H -0.732 -5.146 3.188 0.247
H -1.274 -0.365 4.744 0.214
H 1.677 -1.146 4.496 0.201
H 0.341 -2.206 4.993 0.234
H 0.825 -0.840 5.997 0.252
H 1.162 1.318 3.967 0.202
H 0.005 1.606 5.250 0.251
H -0.512 1.765 3.569 0.238
H 5.118 0.087 1.088 0.188
H 4.317 3.025 1.392 0.236
H 5.602 2.261 2.332 0.246
H 3.942 1.715 2.530 0.202
H 5.735 2.480 -0.713 0.234
H 6.076 0.786 -1.098 0.221
H 6.930 1.580 0.229 0.241
```

The charge is +2. The calculation puts the energy above the lowest of the compared OMol25 structures with the same formula, charge and spin at 1.90 kcal/mol. The calculated total energy comes out at -5341.91838 Ha. As for the gap between HOMO and LUMO: 7.72 eV. Its largest force on an atom is 0.3 eV Å⁻¹. As for the spin multiplicity: 1. For the highest occupied orbital energy, the calculation gives -13.0533 eV.

=====

No. 3
The following is a DFT calculation (ωB97M-V/def2-TZVPD) of C29H44BBrMgN7 as an isolated structure.

The geometry in XYZ format:
```
83
Properties=species:S:1:pos:R:3:lowdin_charge:R:1
Mg 0.151 -0.187 0.126 0.761
C -1.958 3.162 3.679 -0.003
C -2.101 2.089 2.654 -0.246
C -3.250 1.468 2.208 0.045
C -2.833 0.564 1.233 -0.231
N -1.502 0.604 1.115 0.054
N -1.061 1.565 1.987 0.039
B 0.420 2.011 2.027 -0.494
N 1.314 0.846 2.490 0.032
N 1.397 -0.343 1.810 0.064
C 2.244 -1.114 2.521 -0.225
C 2.696 -0.421 3.637 0.047
C 2.084 0.816 3.584 -0.244
C 2.213 1.955 4.537 -0.003
C 2.634 -2.517 2.123 -0.533
C 3.551 -3.134 3.182 -0.054
C 3.405 -2.460 0.802 -0.026
C 1.376 -3.382 2.021 -0.028
N 0.842 2.503 0.621 0.038
N 0.708 1.718 -0.496 0.057
C 0.985 2.502 -1.546 -0.228
C 1.362 3.768 -1.103 0.043
C 1.242 3.734 0.270 -0.246
C 1.483 4.828 1.254 -0.003
C 0.866 2.070 -2.990 -0.542
C 2.269 1.920 -3.588 -0.029
C 0.085 3.141 -3.762 -0.035
C 0.108 0.755 -3.097 -0.045
C -3.718 -0.325 0.394 -0.543
C -4.355 -1.392 1.291 -0.029
C -2.895 -0.997 -0.693 -0.051
C -4.810 0.529 -0.259 -0.032
H -2.930 3.376 4.116 0.088
H -1.570 4.081 3.241 0.084
H -1.281 2.862 4.478 0.082
H -4.254 1.671 2.533 0.121
H 0.536 2.905 2.799 0.111
H 3.373 -0.765 4.396 0.116
H 2.910 1.686 5.327 0.089
H 1.256 2.202 4.995 0.083
H 2.586 2.850 4.041 0.082
H 4.479 -2.571 3.285 0.090
H 3.810 -4.153 2.891 0.094
H 3.062 -3.178 4.155 0.092
H 4.370 -1.975 0.948 0.098
H 2.867 -1.889 0.051 0.045
H 3.579 -3.465 0.413 0.093
H 0.961 -3.566 3.012 0.097
H 1.607 -4.345 1.561 0.092
H 0.601 -2.900 1.432 0.045
H 1.646 4.616 -1.699 0.120
H 1.851 5.708 0.732 0.088
H 2.221 4.538 2.000 0.083
H 0.568 5.099 1.779 0.084
H 2.807 2.868 -3.565 0.090
H 2.206 1.592 -4.626 0.090
H 2.858 1.190 -3.028 0.084
H 0.598 4.101 -3.742 0.082
H -0.910 3.280 -3.338 0.095
H -0.024 2.843 -4.805 0.093
H 0.578 -0.011 -2.491 0.018
H 0.103 0.391 -4.125 0.104
H -0.929 0.867 -2.776 0.085
H -3.592 -1.990 1.793 0.090
H -4.984 -2.058 0.698 0.090
H -4.978 -0.934 2.059 0.089
H -2.070 -1.538 -0.235 0.028
H -2.496 -0.274 -1.407 0.083
H -3.492 -1.723 -1.247 0.106
H -5.439 1.006 0.492 0.084
H -5.450 -0.094 -0.884 0.092
H -4.375 1.312 -0.882 0.094
Br 1.831 -6.209 -2.861 0.841
C 1.248 -4.562 -2.197 -0.678
C 0.104 -4.480 -1.420 -0.075
C -0.270 -3.244 -0.933 -0.131
N 0.399 -2.106 -1.169 0.022
C 1.495 -2.218 -1.935 -0.146
C 1.957 -3.403 -2.468 -0.077
H -0.486 -5.355 -1.190 0.118
H -1.161 -3.180 -0.326 0.106
H 2.044 -1.308 -2.145 0.113
H 2.848 -3.415 -3.078 0.119
```

The charge is +1. The calculated total energy comes out at -4313.76515 Ha. As for the gap between HOMO and LUMO: 8.62 eV. Its largest force on an atom is 0.5 eV Å⁻¹. As for the spin multiplicity: 1. For the highest occupied orbital energy, the calculation gives -11.4139 eV.

=====

No. 4
The following is a DFT calculation (ωB97M-V/def2-TZVPD) of C29H44BaBrN3P2 as an isolated structure.

The geometry in XYZ format:
```
80
Properties=species:S:1:pos:R:3:lowdin_charge:R:1
C -0.365 7.146 -3.959 -0.004
C -0.558 5.773 -4.211 -0.223
C -0.852 5.376 -5.532 -0.007
C -0.963 6.362 -6.523 -0.117
N -0.789 7.652 -6.254 0.069
C -0.497 8.052 -5.021 -0.116
C -0.459 4.801 -3.148 0.085
C -0.349 3.981 -2.251 0.049
C -0.155 3.004 -1.225 -0.203
C 0.931 3.096 -0.336 0.033
C 1.159 2.084 0.618 -0.083
C 0.377 0.954 0.535 -0.258
C -0.827 0.912 -0.175 -0.215
C -1.058 1.938 -1.107 0.014
Ba -0.939 -0.664 2.279 1.509
P 2.142 -1.105 1.228 1.037
H -1.006 4.331 -5.795 0.115
H -0.128 7.518 -2.963 0.117
H -1.202 6.086 -7.554 0.118
H -0.364 9.125 -4.854 0.118
H -1.920 1.909 -1.773 0.146
H 1.605 3.948 -0.407 0.143
H -1.611 0.132 -0.084 0.044
H 1.953 2.211 1.362 0.123
C 2.556 -2.747 1.971 -0.433
C 3.515 -3.702 1.264 -0.096
H 1.583 -3.243 2.125 0.021
H 2.896 -2.526 2.995 0.060
H 3.715 -4.544 1.941 0.109
H 3.070 -4.123 0.355 0.077
H 4.481 -3.239 1.029 0.064
C 2.126 -1.463 -0.591 -0.376
C 3.180 -0.790 -1.449 -0.108
H 1.130 -1.130 -0.924 0.056
H 2.144 -2.555 -0.716 0.071
H 2.942 -0.972 -2.502 0.095
H 3.193 0.296 -1.315 0.075
H 4.190 -1.181 -1.286 0.077
C 3.666 -0.107 1.540 -0.367
C 5.018 -0.811 1.519 -0.113
H 3.495 0.326 2.540 0.099
H 3.653 0.735 0.832 0.071
H 5.801 -0.062 1.684 0.100
H 5.113 -1.547 2.323 0.085
H 5.245 -1.288 0.560 0.067
Br 0.347 -2.331 4.492 -0.169
P -2.360 -3.716 -1.935 0.976
C -0.512 -3.813 -1.862 -0.450
C -0.009 -5.251 -2.035 -0.166
H -0.167 -3.392 -0.903 0.044
H -0.128 -3.179 -2.676 0.076
H 1.058 -5.258 -2.295 0.068
H -0.131 -5.835 -1.114 0.072
H -0.549 -5.775 -2.836 0.070
C -2.820 -3.455 -0.175 -0.468
C -4.236 -3.982 0.116 -0.163
H -2.770 -2.375 0.056 0.026
H -2.087 -3.995 0.447 0.073
H -4.381 -4.165 1.190 0.072
H -5.010 -3.270 -0.203 0.075
H -4.430 -4.928 -0.408 0.071
C -2.598 -2.019 -2.635 -0.450
C -2.847 -2.048 -4.149 -0.164
H -1.712 -1.408 -2.396 0.054
H -3.473 -1.592 -2.121 0.074
H -3.308 -1.105 -4.471 0.071
H -1.913 -2.169 -4.712 0.071
H -3.523 -2.864 -4.435 0.070
C -1.459 1.324 8.212 0.006
N -1.525 1.408 6.747 -0.114
C -2.253 2.335 6.011 -0.044
C -2.043 2.048 4.685 -0.155
N -1.204 0.941 4.595 -0.148
C -0.894 0.597 5.853 -0.196
H -1.064 2.265 8.632 0.105
H -2.463 1.147 8.631 0.106
H -0.799 0.489 8.489 0.101
H -2.857 3.097 6.475 0.128
H -2.452 2.554 3.824 0.097
H -0.266 -0.230 6.162 0.057
```

The charge is +2. The calculation puts the energy above the lowest of the compared OMol25 structures with the same formula, charge and spin at 0.00 kcal/mol. The calculated total energy comes out at -4577.25638 Ha. As for the gap between HOMO and LUMO (alpha / beta): 3.35 / 3.34 eV. Its largest force on an atom is 3.3 eV Å⁻¹. As for the spin multiplicity: 1. For the highest occupied orbital energy (alpha / beta), the calculation gives -12.9614 / -12.9614 eV.